# 1
{
  "formula": "C39H43Ge2N6PtS3",
  "method": "ωB97M-V/def2-TZVPD",
  "symbols": ["Pt", "C", "C", "N", "C", "C", "N", "C", "C", "C", "C", "C", "N", "C", "C", "N", "C", "C", "N", "C", "C", "C", "N", "C", "C", "H", "H", "H", "H", "H", "H", "H", "H", "H", "H", "H", "H", "C", "C", "S", "C", "C", "S", "C", "C", "S", "H", "H", "H", "H", "H", "H", "H", "H", "H", "H", "H", "H", "C", "Ge", "C", "C", "Ge", "C", "C", "C", "C", "C", "C", "C", "C", "C", "C", "C", "C", "H", "H", "H", "H", "H", "H", "H", "H", "H", "H", "H", "H", "H", "H", "H", "H", "H", "H", "H"],
  "positions_angstrom": [[-0.679, -0.508, 0.189], [-2.700, 0.969, -3.610], [-2.148, 0.144, -2.635], [-1.833, 0.615, -1.433], [-2.056, 1.911, -1.176], [-2.613, 2.718, -2.154], [-2.929, 2.253, -3.362], [-1.675, 2.401, 0.166], [-1.795, 3.718, 0.575], [-1.391, 4.076, 1.857], [-0.864, 3.089, 2.680], [-0.775, 1.787, 2.215], [-1.180, 1.474, 0.984], [-0.260, 0.653, 3.015], [0.236, 0.773, 4.301], [0.690, -0.278, 4.984], [0.645, -1.469, 4.400], [0.150, -1.608, 3.106], [-0.296, -0.554, 2.432], [-1.521, 5.491, 2.335], [-2.591, 6.285, 1.898], [-2.681, 7.601, 2.322], [-1.723, 7.996, 3.126], [-0.694, 7.351, 3.619], [-0.571, 6.032, 3.212], [-2.952, 0.597, -4.597], [-1.955, -0.902, -2.829], [-2.809, 3.771, -1.982], [-2.186, 4.467, -0.103], [-0.557, 3.324, 3.693], [0.276, 1.730, 4.812], [1.011, -2.321, 4.961], [0.133, -2.572, 2.609], [-3.389, 5.903, 1.275], [-3.477, 8.288, 2.033], [-0.005, 7.852, 4.299], [0.274, 5.470, 3.585], [-4.445, -4.657, -2.372], [-5.068, -3.842, -1.204], [-4.261, -2.269, -0.791], [-3.517, -2.577, 0.831], [-2.364, -3.577, 0.872], [-0.740, -3.046, 0.204], [-0.541, -4.051, -1.306], [-1.712, -4.010, -2.283], [-2.849, -5.376, -1.990], [-4.360, -4.063, -3.284], [-5.098, -5.508, -2.573], [-5.154, -4.445, -0.300], [-6.072, -3.564, -1.525], [-4.311, -2.908, 1.500], [-3.193, -1.593, 1.163], [-2.615, -4.502, 0.344], [-2.164, -3.844, 1.913], [-0.341, -5.064, -0.951], [0.372, -3.673, -1.767], [-1.365, -4.101, -3.318], [-2.284, -3.086, -2.191], [2.022, 2.222, -2.886], [2.906, 1.805, -1.214], [2.352, 2.996, 0.228], [4.790, 1.400, -1.258], [1.706, -0.531, -0.510], [2.149, -1.528, -2.110], [3.461, -1.993, -2.293], [3.787, -2.718, -3.434], [2.816, -2.979, -4.397], [1.516, -2.507, -4.233], [1.185, -1.777, -3.098], [2.711, -1.298, 0.949], [3.077, -0.519, 2.057], [3.831, -1.070, 3.083], [4.209, -2.412, 3.024], [3.833, -3.203, 1.940], [3.082, -2.655, 0.907], [2.235, 3.273, -3.112], [0.943, 2.089, -2.802], [2.407, 1.608, -3.699], [2.920, 3.926, 0.106], [2.591, 2.583, 1.208], [1.285, 3.223, 0.162], [5.293, 2.358, -1.424], [5.027, 0.730, -2.082], [5.135, 0.978, -0.315], [4.226, -1.797, -1.549], [4.801, -3.075, -3.573], [3.079, -3.537, -5.287], [0.771, -2.691, -5.002], [0.177, -1.380, -2.981], [2.779, 0.526, 2.112], [4.136, -0.454, 3.924], [4.794, -2.845, 3.827], [4.139, -4.242, 1.893], [2.798, -3.275, 0.064]],
  "forces_ev_per_angstrom": [[-3.1, 2.3, 2.8], [0.0, 0.3, 0.2], [-0.1, -0.2, -0.3], [1.0, -1.4, 0.2], [0.2, 0.3, 0.6], [-0.2, 0.0, -0.6], [0.1, 0.0, 0.2], [-0.3, 0.6, -0.7], [-0.2, -0.5, -0.4], [-0.1, 1.5, 0.5], [0.1, -0.7, 0.2], [0.4, 0.1, 0.9], [1.0, -2.1, -1.2], [-0.3, 0.7, -0.4], [0.2, -0.4, 0.5], [0.0, 0.1, -0.2], [-0.2, 0.3, 0.0], [0.0, -0.3, 0.0], [0.4, -0.9, -1.6], [0.0, -0.4, -0.2], [-0.4, -0.4, -0.5], [1.1, -1.3, 0.3], [-0.3, 3.5, 1.1], [-0.9, -1.0, -1.0], [0.5, -0.5, 0.3], [0.0, 0.0, 0.1], [0.0, 0.1, 0.0], [0.0, -0.1, 0.0], [0.0, 0.0, 0.1], [-0.1, 0.0, -0.1], [0.0, -0.1, -0.1], [0.0, 0.0, 0.0], [0.1, 0.1, 0.1], [0.1, -0.3, -0.1], [0.2, -0.2, 0.1], [-0.2, -0.1, -0.2], [0.0, -0.3, -0.1], [0.2, -0.3, -0.2], [0.4, 0.4, 0.4], [0.0, -0.1, -0.2], [0.0, -0.2, -0.4], [-0.2, 0.3, 0.1], [0.1, 0.9, -0.3], [0.0, 0.1, 0.0], [0.0, -0.2, 0.2], [-0.3, 0.3, -0.2], [0.0, 0.1, 0.1], [0.0, -0.1, 0.0], [-0.1, -0.1, 0.0], [-0.1, -0.2, -0.1], [0.1, 0.0, 0.1], [0.0, 0.1, 0.2], [0.1, 0.0, 0.2], [0.0, -0.1, -0.1], [0.1, 0.0, 0.1], [0.0, 0.0, 0.0], [0.0, 0.0, -0.1], [-0.2, 0.1, -0.1], [0.1, -0.1, -0.1], [-0.8, 0.7, 0.3], [0.2, 0.0, -0.1], [-0.1, -0.4, 0.1], [2.1, 0.4, -0.4], [-0.4, -0.4, 0.3], [-0.2, -0.2, -0.1], [0.0, 0.1, 0.0], [0.0, 0.0, 0.0], [-0.1, 0.1, 0.0], [0.3, 0.1, -0.1], [-0.4, -0.4, -0.3], [0.0, 0.0, 0.1], [0.0, 0.1, 0.0], [-0.1, 0.0, 0.0], [-0.1, 0.0, -0.1], [0.2, 0.1, 0.4], [0.0, -0.1, 0.0], [0.0, 0.0, 0.0], [-0.1, 0.0, 0.0], [-0.1, -0.1, 0.1], [0.0, 0.1, -0.1], [0.1, 0.0, 0.0], [-0.1, 0.0, 0.0], [0.1, 0.0, 0.0], [0.0, 0.0, 0.0], [0.0, -0.1, 0.0], [0.0, 0.0, 0.0], [0.0, 0.0, 0.0], [0.1, 0.0, 0.0], [0.1, 0.0, 0.0], [0.1, -0.1, 0.0], [0.0, -0.1, -0.1], [0.0, 0.0, -0.1], [0.0, 0.1, 0.1], [0.1, 0.0, 0.0]],
  "lowdin_spin": [0.000, 0.000, 0.000, 0.000, 0.000, 0.000, 0.000, 0.000, 0.000, 0.000, 0.000, 0.000, 0.000, 0.000, 0.000, 0.000, 0.000, 0.000, 0.000, 0.000, 0.000, 0.000, 0.000, 0.000, 0.000, 0.000, 0.000, 0.000, 0.000, 0.000, 0.000, 0.000, 0.000, 0.000, 0.000, 0.000, 0.000, 0.067, 0.059, 0.085, 0.009, 0.024, 0.006, 0.007, 0.072, 0.589, 0.008, 0.004, 0.000, 0.011, 0.002, 0.000, 0.014, 0.003, 0.000, 0.000, 0.027, 0.010, 0.000, 0.001, 0.000, 0.000, 0.000, 0.000, 0.000, 0.000, 0.000, 0.000, 0.000, 0.000, 0.000, 0.000, 0.000, 0.000, 0.000, 0.000, 0.000, 0.000, 0.000, 0.000, 0.000, 0.000, 0.000, 0.000, 0.000, 0.000, 0.000, 0.000, 0.000, 0.000, 0.000, 0.000, 0.000, 0.000],
  "relative_energy_kcal_mol": 75.9,
  "total_charge": 4,
  "spin_multiplicity": 2,
  "lumo_energy_ha": [-0.471, -0.531],
  "e_homo_ev": [-16.6, -16.6],
  "e_tot_ev": -198824.8526
}

# 2
{
  "formula": "C2H6N2O2",
  "method": "ωB97M-V/def2-TZVPD",
  "symbols": ["C", "C", "N", "O", "O", "N", "H", "H", "H", "H", "H", "H"],
  "positions_angstrom": [[-1.088, -1.225, 0.514], [0.557, 0.620, -0.068], [1.128, 1.795, -0.530], [-0.694, 0.457, -0.360], [-1.678, -1.806, -0.523], [1.125, -0.208, 0.755], [-2.209, -1.143, -0.995], [2.134, 1.833, -0.583], [0.639, 2.242, -1.287], [2.116, -0.060, 0.915], [-1.679, -0.631, 1.202], [-0.348, -1.872, 0.957]],
  "forces_ev_per_angstrom": [[-1.0, 1.2, -0.7], [0.9, 0.2, 1.3], [-0.1, -0.1, -0.3], [-0.2, -1.8, 0.5], [-0.1, 0.2, -0.2], [0.4, 0.1, -0.5], [0.0, -0.3, 0.2], [-0.2, 0.0, 0.0], [0.1, 0.0, -0.1], [-0.1, 0.3, -0.1], [-0.1, -0.1, 0.0], [0.3, 0.4, -0.3]],
  "nbo_charge": [0.316, 0.709, -0.840, -0.659, -0.652, -0.880, 0.500, 0.384, 0.388, 0.340, 0.171, 0.222],
  "relative_energy_kcal_mol": 60.9,
  "lumo_energy_ha": 0.027,
  "e_homo_ev": -8.7,
  "e_tot_ev": -9244.6753
}

# 3
{
  "formula": "C4H5N3S",
  "method": "ωB97M-V/def2-TZVPD",
  "symbols": ["C", "C", "C", "C", "N", "N", "N", "S", "H", "H", "H", "H", "H"],
  "positions_angstrom": [[1.730, 1.010, 0.038], [-0.089, -0.180, -0.305], [0.024, 0.210, 1.069], [-1.214, -0.866, -0.939], [1.190, 0.966, 1.202], [1.002, 0.342, -0.921], [-0.830, -0.118, 1.971], [-2.238, -1.803, 0.206], [2.648, 1.513, -0.203], [-1.898, -0.113, -1.350], [-0.891, -1.516, -1.754], [1.225, 0.265, -1.899], [-0.659, 0.290, 2.883]],
  "forces_ev_per_angstrom": [[0.0, 0.1, 0.4], [-0.4, 0.1, -0.7], [0.2, 0.1, -0.1], [0.1, -0.7, 0.8], [0.5, 0.5, 0.4], [-0.4, -0.3, 0.0], [-0.4, -0.3, -0.1], [-0.2, 0.0, -0.4], [0.2, 0.1, -0.1], [0.0, 0.2, -0.1], [0.1, 0.1, -0.2], [0.0, 0.0, 0.0], [0.4, 0.2, 0.1]],
  "nbo_charge": [0.231, 0.254, 0.232, -0.657, -0.457, -0.533, -0.472, -0.135, 0.206, 0.293, 0.252, 0.428, 0.359],
  "relative_energy_kcal_mol": 82.4,
  "lumo_energy_ha": [-0.071, -0.078],
  "e_homo_ev": [-7.1, -7.0],
  "e_tot_ev": -19531.3083
}

# 4
{
  "formula": "C30H41F3N3O11P2S",
  "method": "ωB97M-V/def2-TZVPD",
  "symbols": ["C", "C", "O", "C", "C", "C", "C", "C", "F", "F", "F", "C", "P", "O", "C", "C", "S", "O", "O", "C", "C", "O", "C", "O", "C", "C", "O", "N", "P", "C", "C", "C", "H", "H", "H", "H", "H", "H", "H", "H", "H", "H", "H", "H", "H", "H", "H", "H", "H", "H", "H", "H", "H", "H", "H", "H", "H", "H", "H", "H", "H", "H", "H", "C", "C", "C", "C", "C", "C", "N", "O", "O", "H", "H", "H", "H", "H", "C", "C", "C", "C", "C", "C", "N", "O", "O", "H", "H", "H", "H", "H"],
  "positions_angstrom": [[-0.022, 4.311, 0.995], [-1.154, 3.366, 0.550], [-0.603, 2.404, -0.425], [-0.754, 1.149, 0.020], [-2.052, 0.543, -0.184], [-3.158, 1.329, -0.915], [-4.396, 1.587, 0.021], [-5.747, 1.651, -0.709], [-6.553, 0.685, -0.234], [-6.310, 2.861, -0.453], [-5.660, 1.564, -2.038], [-2.216, -0.755, 0.260], [-3.854, -1.604, -0.016], [-4.454, -1.214, -1.306], [-1.118, -1.404, 0.911], [-1.374, -2.815, 1.428], [-0.942, -3.986, 0.094], [-1.871, -5.070, 0.100], [0.442, -4.317, 0.257], [0.097, -0.780, 1.057], [1.233, -1.527, 1.725], [2.348, -1.688, 0.884], [3.451, -2.170, 1.669], [4.452, -2.500, 0.778], [4.554, -3.901, 0.493], [4.576, -4.059, -1.036], [4.874, -5.391, -1.421], [0.260, 0.506, 0.603], [1.824, 1.475, 0.668], [2.563, 1.323, 2.369], [2.977, 0.733, -0.594], [3.491, 1.886, -1.515], [0.514, 3.950, 1.876], [-0.404, 5.326, 1.149], [0.690, 4.361, 0.162], [-1.953, 3.969, 0.107], [-1.527, 2.744, 1.378], [-3.415, 0.737, -1.800], [-2.789, 2.290, -1.282], [-4.368, 0.823, 0.803], [-4.230, 2.539, 0.540], [-4.688, -1.251, 1.071], [-3.630, -3.003, -0.010], [-0.801, -3.038, 2.330], [-2.421, -2.990, 1.693], [-1.117, -3.247, -1.051], [1.467, -1.042, 2.692], [0.891, -2.532, 2.006], [3.846, -1.402, 2.352], [3.085, -3.020, 2.271], [5.475, -4.279, 0.961], [3.704, -4.493, 0.865], [3.548, -3.824, -1.371], [5.241, -3.337, -1.522], [4.672, -5.994, -0.698], [3.050, 2.253, 2.673], [1.829, 1.001, 3.116], [3.357, 0.566, 2.302], [2.375, 0.065, -1.231], [3.767, 0.131, -0.136], [2.836, 2.758, -1.406], [3.477, 1.518, -2.540], [4.524, 2.108, -1.226], [4.602, -0.162, -8.597], [3.347, -0.615, -8.211], [3.035, -0.730, -6.866], [3.987, -0.384, -5.922], [5.245, 0.063, -6.293], [5.551, 0.172, -7.639], [3.653, -0.481, -4.498], [2.548, -0.894, -4.198], [4.496, -0.140, -3.690], [4.841, -0.068, -9.649], [2.611, -0.877, -8.959], [2.058, -1.084, -6.569], [5.984, 0.326, -5.550], [6.528, 0.522, -7.943], [-6.617, 2.548, 6.118], [-6.157, 3.105, 4.932], [-4.994, 2.631, 4.348], [-4.305, 1.597, 4.962], [-4.748, 1.037, 6.149], [-5.911, 1.518, 6.728], [-3.088, 1.076, 4.336], [-2.707, 1.598, 3.299], [-2.521, 0.148, 4.874], [-7.529, 2.916, 6.569], [-6.708, 3.908, 4.461], [-4.640, 3.068, 3.426], [-4.204, 0.234, 6.625], [-6.270, 1.088, 7.653]],
  "forces_ev_per_angstrom": [[-0.1, -0.1, -0.5], [0.7, 0.4, 0.7], [0.0, -0.4, 0.5], [-1.9, 0.1, -0.9], [0.4, 0.5, -0.2], [0.1, 0.0, 0.3], [1.4, -0.1, -0.6], [0.6, 0.3, 0.7], [-0.2, 0.4, -0.4], [-0.2, -0.5, 0.0], [-0.1, -0.3, 0.3], [0.5, -0.1, 0.6], [-0.4, 0.1, -1.3], [0.1, 0.1, 0.0], [-1.2, -0.2, 0.2], [-0.1, 0.5, -0.4], [0.4, -1.2, 1.0], [-0.6, 0.3, -0.2], [0.3, 0.7, -0.3], [0.0, -0.6, -0.2], [-0.1, -0.3, 0.4], [-0.1, 0.6, 0.7], [0.2, -0.1, -0.5], [-0.5, -0.5, 0.8], [0.6, 0.0, -0.9], [-1.1, -0.1, 0.4], [0.4, 0.2, 0.0], [0.6, -0.8, 0.4], [0.8, 1.9, -0.3], [0.2, -1.5, -0.5], [-0.7, 0.0, -0.2], [0.0, -0.6, 0.7], [-0.1, 0.1, -0.1], [0.0, -0.3, 0.2], [-0.1, 0.1, 0.3], [0.1, -0.6, -0.3], [-0.2, 0.6, -0.1], [-0.2, 0.1, 0.3], [0.1, -0.3, 0.1], [-0.6, 0.2, -0.1], [-0.2, -0.2, -0.1], [0.5, -0.4, 0.3], [0.1, 0.3, 0.6], [0.0, -0.3, -0.4], [0.2, 0.1, -0.1], [0.0, 0.0, 0.4], [0.2, 0.1, -0.4], [0.0, 0.3, -0.1], [-0.3, 0.1, -0.2], [0.2, 0.0, -0.2], [-0.1, 0.0, -0.2], [0.0, 0.4, 0.1], [0.3, 0.1, 0.0], [0.2, -0.4, 0.2], [0.0, 0.1, -0.1], [-0.5, 0.1, -0.3], [0.2, 0.3, -0.1], [-0.2, 0.1, 0.3], [0.2, -0.1, 0.4], [-0.2, 0.1, -0.1], [0.4, 0.0, -0.2], [0.1, 0.3, 0.1], [-0.3, 0.3, -0.2], [0.0, 0.0, 0.0], [0.1, 0.1, 0.0], [-0.3, -0.1, -0.1], [0.1, 0.0, -0.3], [0.2, 0.1, 0.1], [-0.1, 0.0, -0.1], [0.0, -0.1, 0.0], [0.0, 0.1, 0.1], [0.0, -0.1, -0.1], [0.0, 0.0, 0.0], [0.0, 0.0, 0.0], [0.1, 0.0, 0.1], [-0.1, 0.0, 0.1], [0.0, 0.0, 0.0], [0.0, 0.0, 0.0], [0.0, -0.1, 0.1], [0.0, 0.1, -0.2], [-0.3, 0.1, 0.1], [0.1, -0.2, 0.2], [0.0, 0.1, -0.1], [0.0, 0.0, 0.1], [0.0, 0.0, -0.2], [0.0, 0.0, -0.1], [0.0, 0.0, 0.0], [0.0, 0.0, 0.0], [0.1, -0.1, 0.0], [0.1, 0.0, -0.1], [0.0, 0.0, 0.0]],
  "lowdin_charge": [-0.072, -0.168, -0.080, -0.270, -0.072, -0.091, -0.048, -0.604, 0.131, 0.117, 0.157, -0.157, 0.797, -0.378, -0.184, -0.206, 0.677, -0.321, -0.319, -0.107, -0.173, -0.104, -0.241, -0.077, -0.167, -0.226, -0.054, -0.002, 1.109, -0.231, -0.358, -0.138, 0.061, 0.083, 0.074, 0.126, 0.108, 0.116, 0.118, 0.076, 0.120, 0.048, 0.031, 0.114, 0.082, 0.104, 0.132, 0.101, 0.131, 0.144, 0.136, 0.128, 0.122, 0.127, 0.083, 0.049, 0.045, 0.019, 0.078, 0.073, 0.047, 0.039, 0.079, -0.061, -0.059, -0.002, -0.148, 0.000, -0.058, -0.341, 0.069, 0.059, 0.111, 0.111, 0.119, 0.120, 0.112, -0.053, -0.054, -0.004, -0.152, 0.002, -0.052, -0.347, 0.033, 0.082, 0.115, 0.114, 0.112, 0.122, 0.115],
  "total_charge": 1,
  "lumo_energy_ha": -0.151,
  "e_homo_ev": -11.4,
  "e_tot_ev": -96318.8669
}